# 1
Below is C4H9OP in the gas phase in a non-equilibrium geometry, with properties calculated with ωB97M-V/def2-TZVPD.

CARTESIAN COORDINATES (ANGSTROEM)
C  0.597  0.461  -0.684
C  -0.812  0.634  -0.315
C  1.422  -0.677  -0.069
C  -1.894  -0.374  -0.542
O  1.506  -0.662  1.388
P  1.641  0.675  2.265
H  1.019  0.535  -1.812
H  1.110  1.480  -0.313
H  -0.952  1.294  0.600
H  1.333  -1.776  -0.302
H  -1.738  -0.784  -1.457
H  -2.814  -0.045  -0.315
H  -1.627  -1.147  0.200
H  1.597  -0.033  3.440
H  3.142  0.868  2.306

The expectation value of S² is 2.008. For the energy above the lowest of the compared OMol25 structures with the same formula, charge and spin, the calculation gives 196.6 kJ/mol. The value obtained for the lowest unoccupied orbital energy (spin up / spin down) is 1.02 / 0.07 eV. Its total charge is 0. Its multiplicity is 3. The HOMO energy (spin up / spin down) comes out at -7.574 / -9.084 eV. The gap between HOMO and LUMO (spin up / spin down) comes out at 8.593 / 9.151 eV.

=====

# 2
Below is C3H3NS in the gas phase in a non-equilibrium geometry, with properties calculated with ωB97M-V/def2-TZVPD.

CARTESIAN COORDINATES (ANGSTROEM)
C  -0.429  1.089  0.595
C  -0.907  2.123  1.287
C  0.762  -0.941  -0.495
N  0.138  0.120  0.072
S  0.116  3.003  2.271
H  -1.944  2.400  1.179
H  0.182  -1.600  -1.108
H  1.796  -1.094  -0.265

For the energy above the lowest of the compared OMol25 structures with the same formula, charge and spin, the calculation gives 218.2 kJ/mol. The value obtained for the lowest unoccupied orbital energy (spin up / spin down) is -0.75 / -0.95 eV. Its total charge is 0. The HOMO energy (spin up / spin down) comes out at -7.949 / -7.969 eV. The gap between HOMO and LUMO (spin up / spin down) comes out at 7.203 / 7.018 eV.

=====

# 3
Below is a molecular structure, C11H25BrCuN2NbO2 in a non-equilibrium geometry, with properties calculated with ωB97M-V/def2-TZVPD.

CARTESIAN COORDINATES (ANGSTROEM)
C  3.405  0.359  -1.820
C  2.611  -0.931  -1.938
C  1.178  -0.858  -1.354
C  1.053  -0.130  -0.013
C  1.807  -0.895  1.118
Nb  -1.079  0.472  0.682
C  -1.731  -1.505  0.131
C  -1.807  -2.653  1.094
C  -0.496  -3.407  1.319
N  -2.901  -2.941  1.661
O  -0.152  1.895  1.634
N  1.058  1.801  2.387
O  1.316  2.762  2.968
C  -1.589  1.894  -1.206
Br  -2.333  0.930  -2.594
C  -2.430  2.876  -0.446
C  -2.205  4.318  -0.941
H  4.249  0.390  -2.517
H  2.801  1.248  -2.058
H  3.828  0.543  -0.824
H  3.151  -1.757  -1.446
H  2.545  -1.225  -2.991
H  0.789  -1.882  -1.242
H  0.535  -0.389  -2.116
H  1.577  0.831  -0.114
H  2.857  -0.578  1.240
H  1.732  -1.916  0.621
H  1.332  -0.905  2.105
H  -2.639  0.729  1.613
H  -0.892  -0.420  2.204
H  -2.764  -1.172  -0.101
H  -1.210  -1.781  -0.795
H  -0.047  -3.005  2.249
H  0.202  -3.274  0.488
H  -0.662  -4.476  1.485
H  -2.812  -3.729  2.304
H  -0.569  2.191  -1.477
H  -2.199  2.867  0.637
H  -3.487  2.602  -0.531
H  -2.556  5.045  -0.204
H  -2.750  4.516  -1.869
H  -1.142  4.519  -1.113
Cu  2.427  -2.960  1.770

The expectation value of S² is 0.764. The value obtained for the lowest unoccupied orbital energy (spin up / spin down) is -5.49 / -5.57 eV. Its total charge is +1. Its multiplicity is 2. The HOMO energy (spin up / spin down) comes out at -11.322 / -11.389 eV. The gap between HOMO and LUMO (spin up / spin down) comes out at 5.830 / 5.821 eV.

=====

# 4
Below is a molecular structure, C47H50Br2CsN5OP2Te, with properties calculated with ωB97M-V/def2-TZVPD.

CARTESIAN COORDINATES (ANGSTROEM)
Cs  -0.654  0.891  1.041
N  -3.051  -0.318  -1.032
C  -4.443  -0.030  -0.664
C  -4.821  -0.788  0.595
N  -3.932  -0.399  1.671
C  -4.144  -1.083  2.933
C  -3.101  -0.626  3.942
N  -1.749  -0.881  3.435
H  -2.744  0.323  -1.756
H  -2.975  -1.258  -1.411
H  -5.156  -0.267  -1.462
H  -4.514  1.039  -0.454
H  -4.792  -1.874  0.397
H  -5.852  -0.543  0.867
H  -2.993  -0.621  1.366
H  -4.101  -2.183  2.825
H  -5.141  -0.844  3.312
H  -3.297  -1.102  4.909
H  -3.199  0.452  4.081
H  -1.492  -1.854  3.562
H  -1.062  -0.331  3.941
C  -3.414  3.233  3.239
C  -2.230  3.280  4.168
C  -2.307  3.982  5.391
C  -1.212  4.031  6.199
C  -0.013  3.391  5.810
C  1.168  3.380  6.594
Br  1.234  4.267  8.272
C  2.275  2.718  6.152
C  2.269  2.061  4.917
Br  3.829  1.113  4.407
C  1.171  2.027  4.048
O  1.155  1.454  2.920
C  -0.017  2.719  4.564
N  -1.132  2.672  3.787
H  -4.354  3.221  3.793
H  -3.374  2.354  2.595
H  -3.424  4.119  2.598
H  -3.233  4.466  5.673
H  -1.244  4.554  7.145
H  3.173  2.695  6.754
C  2.446  -2.842  -2.039
N  1.637  -1.821  -1.368
P  2.053  -0.144  -1.411
C  2.277  0.102  -3.214
C  1.343  -0.450  -4.094
C  1.444  -0.246  -5.461
C  2.471  0.536  -5.975
C  3.379  1.125  -5.109
C  3.282  0.911  -3.739
C  3.763  -0.081  -0.776
C  4.858  -0.661  -1.424
C  6.114  -0.642  -0.843
C  6.294  -0.031  0.393
C  5.218  0.547  1.046
C  3.952  0.518  0.469
P  0.743  -2.252  0.028
C  1.799  -3.463  0.886
C  2.703  -2.933  1.807
C  3.580  -3.766  2.486
C  3.548  -5.136  2.264
C  2.640  -5.673  1.359
C  1.773  -4.839  0.670
C  -0.628  -3.256  -0.641
C  -1.528  -3.820  0.267
C  -2.698  -4.419  -0.173
C  -2.993  -4.459  -1.530
C  -2.105  -3.905  -2.441
C  -0.933  -3.304  -1.997
H  2.737  -2.497  -3.031
H  1.862  -3.757  -2.153
H  3.346  -3.081  -1.467
H  0.533  -1.054  -3.704
H  0.714  -0.690  -6.126
H  2.555  0.691  -7.043
H  4.175  1.750  -5.495
H  4.007  1.370  -3.079
H  4.728  -1.122  -2.396
H  6.953  -1.098  -1.353
H  7.277  -0.007  0.846
H  5.347  1.025  2.007
H  3.118  0.954  1.015
H  2.718  -1.864  2.001
H  4.278  -3.344  3.198
H  4.226  -5.787  2.801
H  2.611  -6.741  1.187
H  1.067  -5.259  -0.038
H  -1.317  -3.780  1.331
H  -3.384  -4.848  0.546
H  -3.909  -4.923  -1.873
H  -2.324  -3.938  -3.501
H  -0.250  -2.865  -2.714
C  -3.154  3.886  -2.994
Te  -2.101  3.754  -1.135
C  -0.478  2.962  -2.287
C  -0.883  3.100  -3.734
C  0.029  2.786  -4.740
C  -0.330  2.888  -6.072
C  -1.613  3.305  -6.412
C  -2.520  3.620  -5.416
C  -2.162  3.525  -4.071
H  -3.514  4.906  -3.119
H  -4.008  3.210  -2.995
H  -0.294  1.918  -2.030
H  0.427  3.526  -2.072
H  1.026  2.458  -4.470
H  0.388  2.642  -6.844
H  -1.902  3.389  -7.452
H  -3.518  3.953  -5.677

For the energy above the lowest of the compared OMol25 structures with the same formula, charge and spin, the calculation gives 0.0 kJ/mol. The value obtained for the lowest unoccupied orbital energy is 0.07 eV. Its total charge is 0. The HOMO energy comes out at -6.383 eV. The gap between HOMO and LUMO comes out at 6.452 eV.

=====

# 5
Below is a molecular structure, C20H24FN3O3OsS2 in a non-equilibrium geometry, with properties calculated with ωB97M-V/def2-TZVPD.

CARTESIAN COORDINATES (ANGSTROEM)
Os  -7.887  -3.478  -12.020
C  -15.184  -2.381  -12.753
C  -14.443  -3.386  -13.659
N  -13.125  -3.591  -13.056
C  -12.155  -2.770  -13.383
C  -10.901  -2.851  -12.856
C  -9.814  -2.042  -13.523
O  -10.007  -1.612  -14.643
O  -8.618  -1.962  -12.907
C  -10.618  -3.805  -11.836
O  -9.582  -3.653  -11.007
C  -11.648  -4.759  -11.528
C  -11.359  -5.683  -10.519
C  -12.426  -6.480  -10.080
F  -12.236  -7.303  -8.981
C  -13.767  -6.372  -10.645
C  -13.984  -5.329  -11.603
C  -12.970  -4.573  -12.069
N  -14.747  -7.316  -10.487
C  -15.246  -7.881  -11.736
C  -16.609  -8.585  -11.604
N  -16.669  -9.495  -10.399
C  -16.162  -8.887  -9.152
C  -14.773  -8.163  -9.300
H  -16.201  -2.242  -13.092
H  -14.658  -1.379  -12.763
H  -15.189  -2.753  -11.711
H  -14.249  -3.040  -14.665
H  -15.056  -4.291  -13.718
H  -12.362  -2.061  -14.192
H  -10.347  -5.804  -10.186
H  -15.031  -5.202  -11.975
H  -14.470  -8.568  -12.209
H  -15.391  -7.075  -12.397
H  -16.817  -9.130  -12.518
H  -17.398  -7.811  -11.446
H  -16.088  -10.328  -10.589
H  -17.652  -9.819  -10.220
H  -16.045  -9.690  -8.373
H  -16.912  -8.169  -8.719
H  -13.927  -8.875  -9.267
H  -14.663  -7.479  -8.406
C  -3.886  -5.239  -11.305
C  -5.314  -4.930  -11.637
S  -6.053  -3.449  -10.946
C  -6.032  -5.740  -12.482
C  -5.718  -7.201  -12.693
S  -7.405  -5.062  -13.462
H  -3.612  -4.684  -10.349
H  -3.229  -4.967  -12.099
H  -3.784  -6.354  -11.145
H  -6.031  -7.440  -13.747
H  -6.283  -7.771  -11.952
H  -4.687  -7.407  -12.548

The expectation value of S² is 6.021. For the energy above the lowest of the compared OMol25 structures with the same formula, charge and spin, the calculation gives 0.0 kJ/mol. The value obtained for the lowest unoccupied orbital energy (spin up / spin down) is -6.26 / -6.79 eV. Its total charge is +2. Its multiplicity is 5. The HOMO energy (spin up / spin down) comes out at -11.975 / -13.045 eV. The gap between HOMO and LUMO (spin up / spin down) comes out at 5.712 / 6.255 eV.

=====

# 6
Below is a gas-phase ion, C26H40NO (charge +1) in a non-equilibrium geometry, with properties calculated with ωB97M-V/def2-TZVPD.

CARTESIAN COORDINATES (ANGSTROEM)
C  -3.940  -2.618  -0.172
H  -4.932  -2.912  -0.507
H  -3.861  -1.534  -0.250
C  -2.869  -3.301  -1.014
C  -1.459  -2.983  -0.522
C  -0.389  -3.631  -1.399
H  -0.564  -4.707  -1.441
H  -0.474  -3.240  -2.415
C  1.031  -3.380  -0.873
C  1.336  -1.913  -0.803
C  1.547  -1.175  -1.958
C  1.733  0.197  -1.906
C  1.727  0.861  -0.685
C  1.590  0.121  0.502
C  1.381  -1.247  0.416
H  1.260  -1.811  1.329
C  1.696  0.810  1.832
H  1.315  0.151  2.616
H  1.095  1.724  1.822
C  3.139  1.208  2.176
C  4.098  0.022  2.314
C  4.775  -0.380  1.004
C  5.719  -1.559  1.206
H  6.489  -1.313  1.933
H  6.203  -1.825  0.270
H  5.172  -2.428  1.567
H  4.025  -0.646  0.259
H  5.338  0.473  0.619
H  3.562  -0.837  2.724
H  4.880  0.286  3.029
H  3.510  1.893  1.413
H  3.106  1.754  3.122
O  1.811  2.217  -0.526
C  1.748  3.077  -1.638
C  0.370  3.121  -2.331
H  0.289  4.086  -2.829
H  0.310  2.354  -3.104
C  -0.790  2.935  -1.340
H  -1.550  3.701  -1.490
H  -0.404  3.037  -0.323
C  -1.425  1.545  -1.502
N  -2.290  1.225  -0.382
C  -3.582  1.581  -0.401
C  -4.408  1.327  0.667
C  -3.911  0.687  1.808
C  -2.558  0.337  1.793
C  -1.778  0.616  0.696
H  -0.729  0.348  0.660
H  -2.114  -0.161  2.640
C  -4.787  0.370  2.957
H  -5.293  -0.579  2.768
H  -4.216  0.264  3.875
H  -5.556  1.127  3.088
H  -5.445  1.621  0.616
H  -3.945  2.069  -1.293
H  -2.009  1.509  -2.424
H  -0.635  0.790  -1.554
H  2.528  2.841  -2.370
H  1.969  4.058  -1.209
H  1.902  0.737  -2.825
H  1.564  -1.671  -2.917
H  1.132  -3.825  0.117
H  1.741  -3.871  -1.541
H  -1.348  -3.337  0.505
H  -1.313  -1.898  -0.515
H  -2.971  -2.987  -2.055
H  -3.023  -4.381  -0.980
H  -3.836  -2.896  0.875

The SMILES is CCCCCc1ccc(OCCCC[n+]2ccc(C)cc2)c(CCCCC)c1. For the energy above the lowest of the compared OMol25 structures with the same formula, charge and spin, the calculation gives 3.5 kJ/mol. The value obtained for the lowest unoccupied orbital energy is -3.65 eV. Its total charge is +1. The HOMO energy comes out at -10.915 eV. The gap between HOMO and LUMO comes out at 7.264 eV.

=====

Question: Which of these has the highest total charge?
Answer: C20H24FN3O3OsS2